Entry 1:
A 9-piece molecular cluster, C27H41F5IN9O3 overall in a non-equilibrium geometry, computed with ωB97M-V with the def2-TZVPD basis set.

Structure (XYZ):
```
86
Properties=species:S:1:pos:R:3:forces:R:3:lowdin_charge:R:1
C -0.90522 0.05984 -4.11136 -0.49 0.53 0.48 -0.0964
C -0.54873 0.81418 -2.79994 0.35 0.70 -1.39 -0.2323
N 0.68992 0.35190 -2.18039 -1.41 -0.40 0.59 0.0390
C 0.57138 -0.83999 -1.38025 3.61 0.21 -0.21 -0.4160
C 0.77088 -2.09261 -2.26970 -0.55 -0.21 0.20 -0.0920
C 2.10101 -2.13576 -3.04346 0.06 -0.74 -0.53 -0.2220
O 2.10280 -1.35788 -4.23918 0.00 0.30 0.17 -0.0752
C 1.80571 -0.79996 -0.39334 -1.54 0.33 0.40 -0.1389
C 1.40263 -0.08568 0.92677 1.52 0.00 0.06 -0.3231
C 2.71452 0.33697 1.68768 -1.29 0.34 -0.77 -0.6393
I 3.40251 -1.34203 2.86354 0.02 0.54 -0.12 0.7044
O -0.61483 -0.88398 -0.50823 -0.16 -1.31 -0.12 0.0547
C -1.57828 -1.74565 -0.87244 1.26 0.20 1.27 -0.4030
O -2.46516 -1.42532 -1.55935 -2.49 0.54 -1.77 0.2105
C -1.64103 -3.21642 -0.35825 0.05 0.76 -0.62 -0.3752
F -0.65660 -3.52155 0.47766 0.37 -0.13 0.63 0.1717
F -1.52979 -3.99549 -1.44854 0.01 -0.52 -0.35 0.1473
C -3.00205 -3.57265 0.29359 1.63 -0.02 -0.29 -0.6202
F -3.18793 -2.76892 1.32094 -0.46 0.61 0.90 0.1916
F -2.93964 -4.81835 0.70845 0.08 -1.03 0.70 0.2011
F -4.00320 -3.49848 -0.53264 -1.11 0.44 -0.86 0.2051
H -0.02141 -0.19139 -4.70566 -0.13 0.11 0.28 0.0640
H -1.54325 0.75268 -4.68615 0.12 -0.38 0.00 0.0719
H -1.49382 -0.84234 -3.92713 0.22 0.15 -0.05 0.0092
H -1.42388 0.86122 -2.13356 0.31 -0.23 0.01 0.1026
H -0.36420 1.85531 -3.11980 0.05 -0.29 0.29 0.1111
H 1.19903 1.08826 -1.70847 -0.22 -0.07 0.14 0.0986
H 0.76981 -2.96679 -1.59407 -0.01 0.20 -0.29 0.1171
H -0.02121 -2.24228 -3.02333 0.12 0.13 0.34 0.1155
H 2.23424 -3.18931 -3.35366 -0.03 0.26 0.36 0.1230
H 2.98921 -1.87938 -2.45239 -0.40 0.16 0.04 0.1171
H 2.12022 -1.94287 -4.99977 -0.06 -0.06 0.10 0.0833
H 2.60521 -0.23834 -0.89896 -0.28 -0.59 0.31 0.0597
H 2.11030 -1.82331 -0.12872 0.12 0.28 -0.24 0.1096
H 0.81092 -0.75201 1.56208 0.09 0.21 -0.23 0.0551
H 0.78937 0.81121 0.75572 0.27 -0.17 -0.10 0.0994
H 3.48450 0.58182 0.94985 0.04 -0.37 0.39 0.0053
H 2.56566 1.24818 2.29602 0.04 -1.41 -0.10 -0.0347
C 1.63173 4.29152 3.79631 0.18 -0.20 0.01 -0.0599
C 2.69766 3.30126 3.60314 -1.00 1.03 0.29 -0.2591
N 3.52143 2.52963 3.44687 1.03 -0.20 0.15 0.1481
H 1.29526 4.66468 2.83054 -0.01 -0.03 0.01 0.0800
H 0.79209 3.82889 4.31180 0.02 -0.05 -0.04 0.0739
H 2.00449 5.12342 4.39156 0.02 -0.02 -0.01 0.0791
C 4.71026 3.88060 -0.55035 -0.24 -0.45 -0.15 -0.0658
C 4.20088 2.55875 -0.93949 0.44 1.36 0.40 -0.2191
N 3.80666 1.53205 -1.23703 -0.23 -0.70 -0.43 0.1711
H 4.05532 4.65747 -0.94427 -0.03 -0.04 0.00 0.0826
H 4.74396 3.95931 0.53532 0.05 -0.04 -0.01 0.0828
H 5.71169 4.02498 -0.94662 -0.18 -0.19 0.11 0.0307
C 3.89436 -1.45008 7.18636 -0.13 0.24 0.11 -0.0788
C 3.13895 -0.27643 7.64750 0.75 -1.17 -0.50 -0.2870
N 2.55212 0.63090 8.00655 -0.58 0.88 0.38 0.1190
H 4.32540 -1.97021 8.04027 -0.02 0.03 0.00 0.0768
H 3.23256 -2.12909 6.65201 0.00 0.04 -0.02 0.0705
H 4.69455 -1.13666 6.51828 -0.05 0.02 -0.02 0.0733
C 6.62044 6.92640 -2.39406 0.07 -0.20 0.24 -0.0547
C 7.01016 6.08211 -1.25595 -0.20 1.00 -1.10 -0.2746
N 7.31107 5.42683 -0.37421 0.45 -0.44 0.81 0.1458
H 7.24621 7.81633 -2.42356 0.00 -0.02 0.01 0.0826
H 6.74331 6.37268 -3.32319 0.00 0.00 0.02 0.0845
H 5.57878 7.22608 -2.29212 0.02 0.00 0.00 0.0810
C -2.30270 -0.06742 3.53925 0.29 -0.07 -0.18 -0.0535
C -0.98596 0.56246 3.39153 -1.37 -0.60 0.22 -0.2212
N 0.03536 1.05133 3.27597 0.94 0.70 0.06 0.1872
H -3.08101 0.62702 3.23127 0.25 -0.09 -0.04 0.0251
H -2.35547 -0.96267 2.92019 0.08 0.00 0.04 0.0666
H -2.46381 -0.34517 4.58028 0.05 0.01 0.00 0.0852
C -6.34952 -4.10151 -2.64395 -0.27 0.06 -0.14 -0.0696
C -7.53576 -3.87196 -3.48064 1.19 -0.25 0.85 -0.2891
N -8.45440 -3.69543 -4.13002 -0.88 0.19 -0.67 0.1288
H -6.23339 -3.28486 -1.93416 0.01 0.00 -0.02 0.0765
H -6.45795 -5.03588 -2.09633 0.00 0.01 -0.01 0.0856
H -5.45976 -4.15720 -3.26815 0.01 0.00 0.05 0.0641
C -4.78329 -2.63996 -5.73646 0.31 -0.01 0.08 -0.0645
C -3.32718 -2.64144 -5.54312 -1.47 0.03 -0.21 -0.2565
N -2.19996 -2.63577 -5.38542 1.13 -0.17 0.10 0.1525
H -5.02739 -2.31333 -6.74528 0.01 -0.01 0.02 0.0841
H -5.17182 -3.64555 -5.58525 -0.04 0.02 -0.06 0.0697
H -5.24868 -1.96496 -5.01979 0.00 0.00 -0.02 0.0831
C -5.86552 0.81486 5.08748 0.19 0.18 -0.18 -0.0528
C -4.98745 1.69012 4.29917 -1.04 -0.69 0.84 -0.2764
N -4.30596 2.36742 3.68764 0.50 0.75 -0.54 0.1456
H -6.32223 1.38288 5.89570 0.02 0.00 -0.01 0.0839
H -6.64841 0.40753 4.45043 0.01 0.01 0.00 0.0840
H -5.28664 -0.00478 5.51045 0.00 0.02 0.00 0.0794
```
Positions in Å, forces in eV/Å.

Properties
2S+1 = 1
HOMO energy = -8.55 eV
Structure (SMILES) = CCN[C@@](CCO)(CCCI)OC(=O)C(F)(F)C(F)(F)F.CC#N.CC#N.CC#N.CC#N.CC#N.CC#N.CC#N.CC#N
Frontier orbital gap = 8.85 eV
Total energy = -69901.9724 eV
E_LUMO = 0.0112 hartree

Entry 2:
C31H26FeO3S as an isolated structure in a non-equilibrium geometry, computed with ωB97M-V with the def2-TZVPD basis set.

Structure (XYZ):
```
62
Properties=species:S:1:pos:R:3:forces:R:3:mulliken_spin:R:1
C 6.95552 3.19242 1.31263 -0.26 0.02 -0.08 0.0000
C 5.94651 3.34078 2.27022 -0.05 -0.03 -0.34 0.0000
C 4.60412 3.30838 1.88488 0.08 -0.18 -0.13 -0.0001
C 4.25379 3.09733 0.54543 0.58 0.04 -0.02 0.0002
S 2.50360 3.18755 0.06815 -0.78 -1.32 -0.10 0.0003
C 1.78805 1.62090 -0.15221 0.24 0.75 0.58 -0.0032
C 0.42127 1.29482 0.12303 1.01 -0.81 -0.05 -0.0018
O 0.02862 0.10417 0.11766 -0.15 1.16 0.04 0.0029
C -0.54389 2.42866 0.40387 -0.60 -0.28 -0.19 0.0044
C -0.67227 3.51004 -0.47162 -0.15 0.30 0.21 -0.0011
C -1.50613 4.59001 -0.15278 0.01 -0.41 0.10 0.0003
C -2.25577 4.56810 1.02823 0.28 -0.25 -0.10 -0.0004
C -2.20183 3.44065 1.85753 0.12 -0.17 -0.35 -0.0016
C -1.39026 2.35083 1.51206 0.08 0.54 0.23 -0.0103
O 1.92315 3.84779 1.22280 -0.23 0.55 -0.16 -0.0001
O 2.56275 3.87033 -1.21172 0.28 0.72 -0.06 -0.0001
C 5.26613 3.04606 -0.42195 0.00 -0.18 0.23 0.0000
C 6.61154 3.06854 -0.03831 -0.20 0.03 0.23 0.0000
H 8.00344 3.19624 1.61559 -0.24 0.03 -0.09 0.0000
H 6.19559 3.49561 3.32082 -0.02 -0.05 -0.26 0.0000
H 3.82095 3.48031 2.61866 0.04 -0.18 -0.20 0.0000
H 2.46408 0.85516 -0.50420 -0.01 -0.02 -0.06 0.0008
H -0.11103 3.50985 -1.40339 0.06 0.07 0.26 0.0016
H -1.55841 5.44598 -0.82879 -0.03 -0.23 0.18 0.0001
H -2.88416 5.41813 1.29082 0.10 -0.15 -0.01 0.0000
H -2.79458 3.40502 2.77242 0.08 -0.02 -0.23 -0.0002
H -1.37110 1.45192 2.12662 0.06 0.19 -0.09 0.0111
H 4.99901 3.01447 -1.47639 -0.04 -0.09 0.23 0.0000
H 7.39150 3.00479 -0.79913 -0.20 0.01 0.20 0.0000
C -3.28653 -4.41537 2.31409 -0.81 0.84 1.60 0.0046
C -3.67376 -3.24502 1.54296 -0.70 0.59 1.49 0.0761
C -2.63650 -2.23628 1.70131 -0.85 0.49 1.71 0.1193
C -1.61177 -2.78149 2.57786 -1.17 0.74 1.59 0.0144
C -2.01267 -4.12917 2.95757 -0.95 0.73 1.69 -0.0220
Fe -1.87940 -3.93489 1.01698 -0.43 -0.42 -0.57 2.8032
C -0.06088 -4.59728 0.54389 1.12 -0.80 -1.40 0.0770
C -1.08954 -5.58786 0.24689 1.23 -0.59 -1.32 0.0970
C -2.05094 -4.98408 -0.64141 0.65 -0.25 -1.28 0.0044
C -1.63598 -3.60086 -0.91149 1.27 -0.81 -0.75 -0.0354
C -2.43965 -2.55888 -1.48099 -0.46 -0.62 -0.10 0.4329
C -1.96847 -1.63773 -2.42043 0.19 0.48 -0.16 -0.1091
C -2.82944 -0.61236 -2.90297 0.17 -0.03 -0.03 0.1955
C -2.38594 0.29275 -3.84704 0.23 -0.06 -0.06 -0.1252
C -1.07454 0.19612 -4.34512 0.15 0.19 -0.10 0.2389
C -0.20465 -0.80263 -3.88220 -0.32 -0.12 0.26 -0.1116
C -0.63633 -1.70710 -2.92655 -0.19 0.25 -0.19 0.2093
C -0.38269 -3.39270 -0.16463 0.85 -0.30 -1.78 0.0293
H -3.88127 -5.31474 2.44811 0.22 0.13 -0.16 0.0165
H -4.62067 -3.12255 1.02274 0.32 -0.06 -0.02 -0.0062
H -2.64316 -1.23017 1.29099 0.11 -0.34 -0.06 -0.0048
H -0.72414 -2.25432 2.91829 -0.19 -0.20 -0.24 -0.0082
H -1.48271 -4.79015 3.63791 -0.07 0.14 -0.22 0.0179
H 0.82711 -4.74710 1.16387 -0.46 0.02 -0.21 -0.0059
H -1.09779 -6.62192 0.58299 -0.03 0.29 -0.01 0.0295
H -2.88916 -5.46957 -1.12594 -0.01 0.06 0.25 -0.0048
H -3.50362 -2.50838 -1.20334 0.41 -0.15 -0.22 0.0193
H -3.84114 -0.55975 -2.49026 0.29 0.05 -0.16 0.0083
H -3.04723 1.09161 -4.19446 0.22 -0.23 0.07 -0.0057
H -0.70301 0.92619 -5.06254 -0.15 -0.09 0.08 0.0242
H 0.82287 -0.87430 -4.24732 -0.31 0.15 0.03 -0.0061
H 0.02300 -2.48140 -2.53950 -0.16 0.19 -0.14 0.0593
H 0.17040 -2.45345 -0.21114 -0.23 -0.29 0.41 -0.0349
```
Positions in Å, forces in eV/Å.

Properties
Charge = -2
2S+1 = 5
HOMO energy (alpha / beta) = 1.09 / -0.67 eV
Frontier orbital gap (alpha / beta) = 3.18 / 4.94 eV
Total energy = -83927.4839 eV
E_LUMO (alpha / beta) = 0.1569 / 0.1569 hartree